No. 1
{"formula": "C6H7N", "method": "ωB97M-V/def2-TZVPD", "homo_ev": -8.67, "smiles": "C=NC1C=CC=C1", "max_force_ha_per_bohr": 0.0757, "e_above_lowest_kcal_mol": 72.11, "species": ["C", "N", "C", "C", "C", "C", "C", "H", "H", "H", "H", "H", "H", "H"], "xyz": [[-2.65, -0.10, 0.15], [-1.46, 0.06, 0.42], [-0.28, 0.10, -0.35], [0.67, 1.20, -0.15], [1.89, 0.74, 0.24], [1.86, -0.80, 0.21], [0.60, -1.11, -0.09], [-3.35, -0.16, 1.11], [-3.15, -0.02, -0.81], [-0.33, 0.02, -1.51], [0.44, 2.19, 0.10], [2.78, 1.33, 0.36], [2.76, -1.33, 0.31], [0.20, -2.11, 0.01]], "mulliken_charge": [-0.302, -0.377, 1.036, -1.027, -0.261, -0.483, -0.879, 0.203, 0.292, 0.215, 0.374, 0.403, 0.463, 0.344]}


No. 2
{"formula": "C4H8O2", "method": "ωB97M-V/def2-TZVPD", "homo_ev": -10.13, "smiles": "C=C(C)C=O.O", "max_force_ha_per_bohr": 0.0096, "e_above_lowest_kcal_mol": 39.71, "species": ["C", "C", "C", "C", "O", "H", "H", "H", "H", "H", "H", "O", "H", "H"], "xyz": [[0.46, 0.05, -1.16], [0.20, -0.51, 0.03], [0.94, -0.20, 1.29], [-0.87, -1.54, 0.06], [-1.14, -2.21, 1.03], [1.25, 0.79, -1.29], [-0.11, -0.19, -2.05], [0.35, -0.47, 2.17], [1.21, 0.86, 1.36], [1.86, -0.78, 1.33], [-1.43, -1.66, -0.89], [-1.20, 2.05, -0.89], [-1.14, 1.30, -0.28], [-0.38, 2.52, -0.72]], "mulliken_charge": [-0.685, 0.429, -1.121, -0.014, -0.493, 0.394, 0.214, 0.338, 0.291, 0.318, 0.283, -0.668, 0.386, 0.328]}


No. 3
{"formula": "C45H49N2O2Si", "method": "ωB97M-V/def2-TZVPD", "homo_ev": -9.77, "max_force_ha_per_bohr": 0.0400, "charge": 1, "e_above_lowest_kcal_mol": 0.00, "species": ["C", "Si", "C", "C", "O", "C", "C", "C", "C", "C", "C", "C", "C", "C", "C", "C", "C", "C", "C", "C", "C", "C", "N", "C", "C", "C", "C", "C", "C", "C", "C", "H", "H", "H", "H", "H", "H", "H", "H", "H", "H", "H", "H", "H", "H", "H", "H", "H", "H", "H", "H", "H", "H", "H", "H", "H", "H", "H", "H", "H", "H", "H", "H", "H", "C", "O", "C", "C", "C", "C", "C", "C", "C", "C", "C", "C", "C", "C", "N", "C", "C", "C", "C", "H", "H", "H", "H", "H", "H", "H", "H", "H", "H", "H", "H", "H", "H", "H", "H"], "xyz": [[0.03, -2.38, 4.98], [0.17, -0.56, 4.63], [-1.45, 0.17, 4.10], [0.88, 0.32, 6.12], [1.30, -0.34, 3.43], [1.39, -0.30, 2.02], [0.41, -1.34, 1.44], [-0.82, -0.92, 0.93], [-1.75, -1.87, 0.49], [-1.48, -3.23, 0.64], [-0.27, -3.64, 1.21], [0.66, -2.70, 1.66], [1.14, 1.15, 1.51], [1.18, 2.23, 2.39], [0.99, 3.53, 1.90], [0.84, 3.75, 0.53], [0.85, 2.67, -0.36], [0.94, 1.37, 0.14], [2.92, -0.61, 1.75], [3.84, 0.30, 2.60], [4.25, 1.46, 1.70], [4.09, 0.94, 0.27], [3.35, -0.32, 0.39], [3.29, -1.18, -0.64], [3.17, -2.54, -0.50], [2.90, -3.44, -1.65], [1.57, -3.67, -2.06], [1.27, -4.59, -3.07], [2.31, -5.23, -3.76], [3.64, -4.94, -3.42], [3.94, -4.10, -2.35], [-0.51, -2.53, 5.93], [-0.53, -2.90, 4.20], [1.02, -2.84, 5.08], [-2.07, 0.34, 4.99], [-1.32, 1.12, 3.58], [-2.00, -0.52, 3.44], [0.23, 0.14, 6.99], [1.89, -0.06, 6.35], [0.94, 1.40, 5.96], [-1.06, 0.14, 0.87], [-2.69, -1.53, 0.04], [-2.21, -3.97, 0.32], [-0.04, -4.71, 1.32], [1.56, -3.01, 2.19], [1.37, 2.07, 3.45], [0.99, 4.36, 2.61], [0.74, 4.77, 0.15], [0.78, 2.84, -1.44], [0.85, 0.51, -0.54], [3.12, -1.67, 1.99], [3.40, 0.59, 3.56], [4.74, -0.30, 2.81], [3.58, 2.32, 1.84], [5.28, 1.78, 1.89], [3.55, 1.64, -0.37], [5.08, 0.77, -0.20], [3.36, -0.73, -1.64], [3.07, -2.98, 0.49], [0.77, -3.11, -1.57], [0.24, -4.81, -3.33], [2.08, -5.95, -4.55], [4.46, -5.40, -4.00], [4.97, -3.95, -2.05], [6.34, -5.19, 6.94], [5.95, -5.81, 5.69], [5.65, -5.00, 4.64], [5.67, -3.58, 4.73], [5.57, -2.82, 3.58], [5.42, -3.43, 2.31], [5.58, -2.73, 1.06], [6.46, -1.66, 0.88], [6.83, -1.07, -0.41], [6.45, -1.32, -1.72], [7.05, -0.56, -2.74], [7.98, 0.45, -2.46], [8.38, 0.69, -1.14], [7.80, -0.09, -0.15], [8.05, -0.07, 1.22], [9.02, 0.78, 1.88], [7.27, -0.99, 1.84], [5.23, -4.84, 2.27], [5.37, -5.61, 3.39], [6.62, -6.03, 7.57], [7.20, -4.51, 6.80], [5.50, -4.63, 7.38], [5.82, -3.11, 5.71], [5.64, -1.74, 3.68], [5.27, -3.26, 0.16], [5.71, -2.09, -1.93], [6.79, -0.76, -3.78], [8.40, 1.07, -3.26], [9.13, 1.45, -0.88], [9.33, 1.57, 1.18], [8.58, 1.24, 2.77], [9.91, 0.21, 2.19], [7.41, -1.20, 2.90], [5.03, -5.32, 1.31], [5.30, -6.70, 3.34]], "mulliken_charge": [-1.105, 0.517, -1.016, -1.189, -0.473, 2.089, 0.455, -0.452, -0.949, -0.795, -1.082, -0.073, -0.542, -0.459, -0.661, -0.752, -0.928, -0.149, -0.314, -0.103, -0.927, -0.584, 1.229, -0.085, 0.279, -0.747, 0.036, -0.818, -0.471, -1.073, -0.096, 0.448, 0.252, 0.242, 0.515, 0.288, 0.239, 0.433, 0.305, 0.312, 0.576, 0.444, 0.444, 0.446, 0.807, 0.253, 0.425, 0.426, 0.441, 0.337, -0.166, 0.339, -0.509, 0.185, 0.598, 0.685, 0.008, 0.440, 0.492, 0.331, 0.407, 0.369, 0.389, 0.388, -0.776, -0.416, 0.840, -1.458, -0.289, 1.653, -0.557, 0.703, -0.434, 0.489, -1.146, -0.660, -1.074, 0.231, 0.222, -0.961, -0.839, -0.441, -1.050, 0.251, 0.329, 0.329, 0.448, 0.273, 0.665, 0.461, 0.455, 0.402, 0.318, 0.333, 0.358, 0.333, 0.658, 0.537, 0.458]}


No. 4
{"formula": "C41H73N3O19", "method": "ωB97M-V/def2-TZVPD", "homo_ev": -10.14, "smiles": "CCOC(C)=O.CCOC(C)=O.CCOC(C)=O.CCOC(C)=O.CCOC(C)=O.O=C1OCCO1.O=C1OCCO1.O=C1OCCO1.CCCC#N.CCCC#N.CCCC#N", "max_force_ha_per_bohr": 0.0484, "species": ["C", "C", "O", "C", "C", "O", "H", "H", "H", "H", "H", "H", "H", "H", "C", "C", "O", "C", "C", "O", "H", "H", "H", "H", "H", "H", "H", "H", "C", "C", "O", "C", "C", "O", "H", "H", "H", "H", "H", "H", "H", "H", "C", "C", "O", "C", "C", "O", "H", "H", "H", "H", "H", "H", "H", "H", "C", "C", "O", "C", "C", "O", "H", "H", "H", "H", "H", "H", "H", "H", "O", "C", "O", "C", "C", "O", "H", "H", "H", "H", "O", "C", "O", "C", "C", "O", "H", "H", "H", "H", "O", "C", "O", "C", "C", "O", "H", "H", "H", "H", "C", "C", "C", "C", "N", "H", "H", "H", "H", "H", "H", "H", "C", "C", "C", "C", "N", "H", "H", "H", "H", "H", "H", "H", "C", "C", "C", "C", "N", "H", "H", "H", "H", "H", "H", "H"], "xyz": [[-0.75, -1.92, -4.97], [-2.04, -1.42, -5.64], [-2.44, -2.48, -6.56], [-3.29, -2.14, -7.52], [-3.61, -3.25, -8.50], [-3.91, -1.11, -7.57], [-0.87, -2.55, -4.10], [-0.24, -0.99, -4.75], [-0.18, -2.47, -5.72], [-2.89, -1.25, -4.98], [-1.83, -0.51, -6.20], [-4.68, -3.33, -8.64], [-3.15, -4.18, -8.19], [-3.18, -2.96, -9.46], [2.95, -2.68, -3.41], [4.21, -3.51, -3.42], [4.31, -4.01, -4.79], [5.35, -4.72, -5.17], [5.47, -4.92, -6.66], [6.17, -5.21, -4.42], [3.06, -1.64, -3.71], [2.63, -2.53, -2.37], [2.09, -3.11, -3.91], [5.09, -2.91, -3.25], [4.08, -4.38, -2.78], [5.68, -5.97, -6.88], [6.36, -4.39, -6.99], [4.60, -4.67, -7.26], [-1.87, 3.72, 0.81], [-2.07, 3.78, 2.31], [-1.56, 5.00, 2.83], [-2.41, 5.96, 3.24], [-1.75, 7.24, 3.62], [-3.58, 5.77, 3.42], [-2.56, 4.41, 0.32], [-2.09, 2.72, 0.43], [-0.87, 4.00, 0.50], [-3.12, 3.68, 2.60], [-1.50, 2.98, 2.80], [-2.05, 7.52, 4.63], [-2.19, 8.00, 2.97], [-0.66, 7.26, 3.58], [4.31, 1.89, 3.35], [5.13, 1.97, 2.08], [5.14, 3.32, 1.63], [5.64, 3.64, 0.44], [5.85, 5.11, 0.24], [5.92, 2.82, -0.40], [4.19, 0.86, 3.68], [3.30, 2.28, 3.19], [4.70, 2.51, 4.16], [6.18, 1.73, 2.29], [4.68, 1.24, 1.42], [5.97, 5.54, 1.24], [5.03, 5.59, -0.29], [6.75, 5.23, -0.35], [-4.49, -6.70, 3.41], [-2.99, -6.40, 3.54], [-2.58, -5.39, 2.62], [-1.40, -4.80, 2.75], [-1.03, -3.88, 1.60], [-0.71, -4.87, 3.73], [-4.79, -6.82, 2.38], [-5.06, -5.90, 3.90], [-4.66, -7.54, 4.08], [-2.74, -6.19, 4.58], [-2.48, -7.31, 3.24], [-1.39, -2.87, 1.81], [-1.39, -4.17, 0.61], [0.05, -3.78, 1.58], [-6.27, -2.40, -3.29], [-5.28, -2.90, -2.83], [-5.23, -4.04, -2.15], [-3.91, -4.25, -1.62], [-3.12, -3.05, -2.16], [-4.08, -2.29, -2.86], [-4.06, -4.37, -0.54], [-3.59, -5.19, -2.06], [-2.30, -3.42, -2.78], [-2.69, -2.55, -1.29], [1.38, 4.16, -2.22], [0.94, 3.23, -2.84], [-0.28, 3.17, -3.34], [-0.48, 1.94, -4.06], [0.81, 1.11, -3.71], [1.59, 2.08, -3.03], [-1.37, 1.46, -3.65], [-0.59, 2.21, -5.11], [1.20, 0.80, -4.67], [0.53, 0.35, -2.99], [-5.08, -3.82, 1.59], [-5.13, -2.64, 1.43], [-6.08, -1.83, 1.87], [-5.58, -0.51, 1.90], [-4.52, -0.56, 0.78], [-4.17, -1.93, 0.76], [-6.39, 0.20, 1.74], [-5.11, -0.26, 2.85], [-3.69, 0.11, 0.99], [-4.94, -0.12, -0.14], [0.70, -0.41, 7.38], [0.65, 0.88, 6.54], [1.62, 0.88, 5.36], [1.35, -0.12, 4.36], [1.06, -0.96, 3.63], [0.16, -0.24, 8.31], [1.75, -0.52, 7.69], [0.42, -1.32, 6.86], [0.90, 1.71, 7.21], [-0.35, 1.09, 6.18], [2.68, 0.85, 5.65], [1.61, 1.87, 4.88], [1.91, 4.48, 1.22], [1.94, 5.90, 1.81], [2.72, 6.13, 3.10], [2.43, 5.18, 4.17], [2.19, 4.38, 4.96], [1.38, 4.52, 0.26], [1.34, 3.74, 1.79], [2.90, 4.07, 1.03], [0.89, 6.10, 2.03], [2.27, 6.58, 1.02], [2.57, 7.17, 3.39], [3.80, 6.02, 2.98], [2.20, 0.90, 0.18], [0.71, 0.98, 0.55], [-0.05, -0.32, 0.63], [-0.03, -1.11, -0.62], [-0.03, -1.73, -1.58], [2.78, 0.17, 0.75], [2.66, 1.88, 0.29], [2.31, 0.62, -0.87], [0.20, 1.63, -0.16], [0.73, 1.56, 1.48], [-1.12, -0.23, 0.84], [0.40, -1.01, 1.34]], "mulliken_charge": [-0.097, -0.516, -0.280, 0.667, -1.006, -0.557, 0.085, -0.295, 0.363, 0.282, 0.472, 0.302, 0.285, 0.292, -0.708, -0.437, -0.239, 0.651, -0.929, -0.570, 0.284, 0.239, 0.238, 0.324, 0.296, 0.291, 0.259, 0.280, -0.507, -0.417, -0.155, 0.731, -0.981, -0.586, 0.487, 0.119, -0.118, 0.482, 0.222, 0.335, 0.327, 0.116, -0.570, -0.527, -0.262, 0.859, -1.045, -0.595, 0.451, -0.162, 0.390, 0.434, 0.209, 0.294, 0.191, 0.387, -1.095, -0.322, -0.144, 0.131, -0.261, -0.599, 0.267, 0.261, 0.431, 0.345, 0.283, -0.006, 0.269, 0.423, -0.576, 0.615, -0.390, -0.240, 1.191, -0.404, -0.073, 0.396, 0.044, -0.652, -0.580, 0.521, -0.370, -0.156, 0.515, -0.347, 0.180, 0.274, 0.400, -0.415, -0.458, 0.378, -0.372, -0.504, 0.186, 0.007, 0.333, 0.278, -0.074, 0.248, -1.174, -0.711, 0.178, 0.271, -0.474, 0.369, 0.299, 0.335, 0.405, 0.341, 0.459, -0.284, 0.552, -0.408, -0.403, 0.212, -0.499, 0.172, -0.041, -0.650, -0.116, 0.459, 0.470, 0.126, -0.546, 0.843, 0.417, -0.151, -0.367, 0.475, -0.262, 0.050, -0.091, -0.075, -0.290, 0.090]}


No. 5
{"formula": "C24H42BI2NO4Si2", "method": "ωB97M-V/def2-TZVPD", "homo_ev": -8.71, "smiles": "CCB(O)[C@]1(CCO[Si](C)(C)C)C[C@@](CCO[Si](C)(C)C)(/C(I)=C(/C)I)[C@H](c2ccccn2)O1", "max_force_ha_per_bohr": 0.0388, "e_above_lowest_kcal_mol": 0.00, "species": ["C", "C", "B", "O", "C", "C", "C", "O", "Si", "C", "C", "C", "C", "C", "C", "C", "O", "Si", "C", "C", "C", "C", "I", "C", "C", "I", "C", "C", "C", "C", "C", "C", "N", "O", "H", "H", "H", "H", "H", "H", "H", "H", "H", "H", "H", "H", "H", "H", "H", "H", "H", "H", "H", "H", "H", "H", "H", "H", "H", "H", "H", "H", "H", "H", "H", "H", "H", "H", "H", "H", "H", "H", "H", "H", "H", "H"], "xyz": [[0.79, -4.03, 1.28], [0.93, -2.57, 0.75], [0.34, -1.52, 1.76], [-0.07, -1.94, 3.00], [0.21, 0.06, 1.45], [1.42, 0.64, 2.24], [2.75, 0.17, 1.63], [3.66, 1.29, 1.49], [4.64, 1.00, 0.15], [5.37, -0.75, 0.16], [6.13, 2.17, 0.15], [3.74, 1.31, -1.47], [-1.18, 0.65, 1.87], [-1.72, 1.32, 0.54], [-2.45, 0.37, -0.44], [-2.53, -1.09, -0.02], [-3.51, -1.72, -0.88], [-3.06, -3.27, -1.33], [-1.51, -3.33, -2.41], [-2.87, -4.27, 0.26], [-4.48, -4.03, -2.34], [-2.52, 2.53, 1.07], [-1.71, 4.50, 0.83], [-3.69, 2.49, 1.71], [-4.42, 3.73, 2.19], [-4.73, 0.71, 2.14], [-0.31, 1.65, -0.02], [-0.12, 2.45, -1.28], [0.87, 3.41, -1.28], [1.13, 4.21, -2.36], [0.34, 4.00, -3.47], [-0.64, 3.06, -3.38], [-0.90, 2.28, -2.34], [0.36, 0.41, 0.08], [1.63, -4.21, 1.94], [0.82, -4.70, 0.42], [-0.16, -4.18, 1.79], [2.00, -2.39, 0.63], [0.48, -2.44, -0.25], [0.03, -1.23, 3.65], [1.42, 0.33, 3.29], [1.44, 1.74, 2.18], [2.60, -0.26, 0.64], [3.19, -0.58, 2.29], [6.26, -0.81, -0.45], [5.55, -1.10, 1.18], [4.60, -1.41, -0.26], [6.86, 1.75, 0.85], [5.86, 3.19, 0.41], [6.59, 2.11, -0.83], [2.85, 0.68, -1.58], [4.39, 1.12, -2.32], [3.42, 2.36, -1.57], [-1.83, -0.07, 2.37], [-1.00, 1.47, 2.58], [-2.05, 0.40, -1.45], [-3.48, 0.72, -0.51], [-1.56, -1.55, -0.28], [-2.80, -1.26, 1.02], [-1.72, -3.72, -3.41], [-0.78, -3.99, -1.93], [-1.03, -2.36, -2.54], [-2.18, -3.76, 0.93], [-3.86, -4.30, 0.72], [-2.50, -5.27, 0.03], [-4.11, -4.27, -3.34], [-4.74, -4.99, -1.88], [-5.32, -3.34, -2.40], [-3.80, 4.34, 2.85], [-4.79, 4.31, 1.34], [-5.29, 3.42, 2.76], [0.09, 2.33, 0.75], [1.47, 3.55, -0.39], [1.91, 4.96, -2.34], [0.49, 4.59, -4.37], [-1.27, 2.93, -4.25]], "mulliken_charge": [-1.699, 0.405, 1.164, -0.650, 0.301, -1.043, -0.172, -0.552, 0.541, -1.111, -1.186, -0.716, -1.824, 3.740, -1.737, 0.959, -0.565, 0.874, -0.954, -0.739, -1.286, -1.815, -0.013, 0.608, -1.556, 0.084, -1.140, 0.070, -0.877, -0.567, -0.478, -0.471, -0.283, -0.400, 0.392, 0.377, 0.307, 0.110, 0.090, 0.320, 0.536, 0.481, 0.003, 0.199, 0.402, 0.316, 0.326, 0.299, 0.292, 0.365, 0.139, 0.530, 0.119, 0.349, 0.561, 0.245, 0.595, -0.393, 0.213, 0.422, 0.243, 0.219, -0.044, 0.304, 0.358, 0.357, 0.336, 0.273, 0.404, 0.358, 0.418, 0.369, 0.549, 0.513, 0.416, 0.419]}


No. 6
{"formula": "CH3IO", "method": "ωB97M-V/def2-TZVPD", "homo_ev": -9.62, "smiles": "C=O.I", "max_force_ha_per_bohr": 0.0486, "e_above_lowest_kcal_mol": 10.69, "species": ["C", "O", "H", "H", "I", "H"], "xyz": [[-0.39, -0.68, 0.01], [0.22, 0.33, -0.06], [0.23, -1.62, 0.00], [-1.55, -0.81, 0.13], [3.75, -0.04, 0.00], [2.13, 0.32, -0.25]], "mulliken_charge": [-0.025, -0.383, 0.178, 0.233, -0.161, 0.158]}